(1)
A 2-piece molecular cluster, C5H14NO2 overall in a non-equilibrium geometry. Source: the Open Molecules 2025 dataset; level of theory: ωB97M-V with the def2-TZVPD basis set.

Orbital gap ... 6.349 eV
ΔE to the lowest compared entry with this formula, charge and spin ... 34.7 kcal/mol
HOMO ... -2.64 eV
F_max ... 3.9 eV Å⁻¹
Electronic energy ... -404.099283 Eh
Net charge ... -1

Last column: natural (NBO) charge in e.
Element x y z (Å)
1 C 0.60 -1.15 0.42  0.0106
2 O 1.89 -0.91 0.57  -0.9448
3 C -0.08 -0.25 -0.79  -0.0924
4 C 0.65 1.06 -0.82  -0.2460
5 C 0.19 2.22 0.08  -0.6314
6 C 0.41 1.65 -2.30  -0.6195
7 N -1.51 -0.19 -0.24  -0.8603
8 H 0.33 -2.19 0.07  0.0726
9 H -0.02 -0.85 1.31  0.0524
10 H -0.15 -0.78 -1.74  0.1705
11 H 1.72 0.80 -0.74  0.2607
12 H -0.83 2.51 -0.14  0.1875
13 H 0.46 1.98 1.11  0.2231
14 H 0.74 3.09 -0.28  0.1979
15 H 1.20 1.19 -2.90  0.2030
16 H 0.54 2.73 -2.40  0.1754
17 H -0.61 1.45 -2.64  0.1847
18 H -2.22 0.11 -0.92  0.3245
19 H -1.46 0.64 0.35  0.3418
20 H -1.36 -2.16 1.77  0.4880
21 H -0.70 -1.95 2.98  0.4657
22 O -1.52 -2.40 2.71  -0.9640



(2)
A 2-piece molecular cluster, C6H6Cl2N2O2S overall in a non-equilibrium geometry. Source: the Open Molecules 2025 dataset; level of theory: ωB97M-V with the def2-TZVPD basis set.

Orbital gap (alpha / beta) ... 8.245 / 8.245 eV
ΔE to the lowest compared entry with this formula, charge and spin ... 0.0 kcal/mol
HOMO (alpha / beta) ... -8.23 / -8.23 eV
F_max ... 4.0 eV Å⁻¹
Electronic energy ... -1810.707682 Eh

Last column: natural (NBO) charge in e.
Element x y z (Å)
1 C -0.66 -2.36 -1.11  0.2515
2 C -2.86 -2.19 0.11  0.0866
3 C 4.34 0.75 1.53  1.0202
4 C -0.21 0.05 -1.07  0.1617
5 C -0.90 1.80 0.55  -0.5198
6 C -0.75 0.38 0.09  -0.2853
7 N -1.89 -2.38 -0.68  -0.4511
8 N 0.11 -1.21 -1.41  -0.5911
9 O 4.65 0.70 2.63  -0.5134
10 O 4.01 0.91 0.45  -0.5071
11 S 0.04 2.13 2.15  -0.0817
12 Cl -4.42 -2.07 -0.65  -0.0383
13 Cl 0.51 1.24 -2.16  -0.0198
14 H -0.27 -3.30 -1.43  0.2057
15 H -1.95 2.02 1.04  0.2413
16 H -0.63 2.58 -0.17  0.2470
17 H -1.10 -0.46 0.69  0.2462
18 H 0.72 -1.33 -2.14  0.4109
19 H 1.24 2.73 1.58  0.1366



(3)
A 2-piece molecular cluster, C10H17P overall in a non-equilibrium geometry. Source: the Open Molecules 2025 dataset; level of theory: ωB97M-V with the def2-TZVPD basis set.

SMILES string ... CC#C/C(C)=P\C(C)C.C=C
Orbital gap ... 8.427 eV
ΔE to the lowest compared entry with this formula, charge and spin ... 71.6 kcal/mol
HOMO ... -8.27 eV
F_max ... 3.5 eV Å⁻¹
Electronic energy ... -732.402798 Eh

Last column: natural (NBO) charge in e.
Element x y z (Å)
1 C -0.18 2.36 2.22  -0.6986
2 C -0.24 1.84 0.94  0.0362
3 C -0.18 1.39 -0.17  -0.0723
4 C -0.17 0.52 -1.31  -0.4547
5 C 0.89 0.80 -2.32  -0.6368
6 P -1.06 -0.91 -1.40  0.6723
7 C -2.10 -0.96 0.23  -0.4957
8 C -1.17 -1.53 1.27  -0.6286
9 C -3.47 -1.69 0.00  -0.6292
10 H -1.12 2.20 2.73  0.2365
11 H -0.13 3.44 2.18  0.2422
12 H 0.65 1.91 2.86  0.2429
13 H 1.85 0.75 -1.98  0.2315
14 H 0.85 1.75 -2.74  0.2162
15 H 0.78 0.21 -3.18  0.2180
16 H -2.23 0.13 0.50  0.2314
17 H -0.16 -1.70 0.93  0.2113
18 H -1.54 -2.53 1.61  0.2081
19 H -1.12 -0.83 2.08  0.2142
20 H -3.39 -2.74 -0.43  0.2100
21 H -3.88 -0.99 -0.84  0.2214
22 H -4.08 -1.86 0.93  0.2209
23 C 3.58 -0.94 -0.73  -0.3754
24 C 3.49 0.36 -0.48  -0.3895
25 H 4.50 -1.31 -1.14  0.1905
26 H 2.77 -1.53 -0.73  0.1862
27 H 2.51 0.88 -0.30  0.2011
28 H 4.34 0.97 -0.70  0.1898



(4)
C22H51O16P3Zn as an isolated structure in a non-equilibrium geometry. Source: the Open Molecules 2025 dataset; level of theory: ωB97M-V with the def2-TZVPD basis set.

Orbital gap ... 9.288 eV
HOMO ... -8.67 eV
F_max ... 2.7 eV Å⁻¹
Electronic energy ... -4876.510150 Eh

Last column: Löwdin charge in e.
Element x y z (Å)
1 Zn -0.26 0.37 -0.71  0.6791
2 C 1.00 2.57 -4.03  -0.0150
3 C 0.36 1.71 -2.95  -0.7263
4 O -0.90 1.58 -2.90  -0.0567
5 O 1.19 1.24 -2.13  -0.0548
6 H 2.12 2.51 -4.01  0.0875
7 H 0.60 3.58 -3.73  0.0732
8 H 0.61 2.38 -5.05  0.0781
9 C -4.37 0.00 -0.12  0.0042
10 C -2.87 -0.19 0.15  -0.6755
11 O -2.14 0.60 -0.54  -0.1192
12 O -2.43 -1.04 0.95  -0.0257
13 H -4.71 0.82 0.53  0.0779
14 H -4.82 -0.91 0.20  0.0567
15 H -4.58 0.25 -1.19  0.0889
16 C -3.07 -0.65 -3.93  -0.0541
17 C -1.66 -1.00 -4.45  -0.2031
18 O -1.35 -2.37 -4.06  -0.1607
19 P -0.54 -2.63 -2.70  0.4334
20 O -0.44 -1.45 -1.80  -0.2158
21 O -1.19 -3.91 -2.05  -0.1469
22 C -2.43 -3.78 -1.38  -0.2732
23 C -2.82 -5.10 -0.81  -0.0491
24 O 0.84 -3.17 -3.15  -0.1470
25 C 2.15 -2.70 -2.69  -0.2241
26 C 3.01 -3.80 -2.20  -0.0669
27 H -3.45 0.29 -4.34  0.0915
28 H -3.68 -1.46 -4.23  0.0597
29 H -3.08 -0.72 -2.86  0.0441
30 H -1.80 -1.03 -5.53  0.1216
31 H -0.97 -0.36 -4.01  0.0581
32 H -2.30 -3.05 -0.60  0.0951
33 H -3.16 -3.36 -2.08  0.1266
34 H -3.87 -5.16 -0.69  0.0698
35 H -2.51 -5.96 -1.35  0.0767
36 H -2.40 -5.12 0.17  0.0678
37 H 2.52 -2.16 -3.55  0.1273
38 H 1.90 -2.01 -1.90  0.0842
39 H 2.54 -4.24 -1.33  0.0582
40 H 3.13 -4.52 -2.98  0.0635
41 H 4.10 -3.52 -1.88  0.1233
42 C -0.44 -2.74 4.05  -0.0523
43 C -0.16 -1.67 2.95  -0.2188
44 O 1.28 -1.55 2.86  -0.1869
45 P 1.98 -1.16 1.47  0.4710
46 O 1.08 -0.86 0.35  -0.2082
47 O 2.91 0.03 1.92  -0.1656
48 C 3.31 1.11 1.05  -0.2303
49 C 4.34 0.69 0.04  -0.0491
50 O 2.96 -2.41 1.13  -0.1951
51 C 3.30 -3.43 2.14  -0.2285
52 C 2.42 -4.64 1.88  -0.0669
53 H -0.12 -3.73 3.72  0.0576
54 H 0.04 -2.60 4.96  0.0415
55 H -1.51 -2.69 4.35  0.0924
56 H -0.63 -1.95 1.97  0.1036
57 H -0.59 -0.72 3.30  0.0998
58 H 2.42 1.53 0.65  0.0742
59 H 3.70 1.69 1.85  0.1145
60 H 4.67 1.56 -0.55  0.0967
61 H 5.18 0.36 0.62  0.0711
62 H 4.05 -0.16 -0.57  0.0767
63 H 4.36 -3.64 2.00  0.1151
64 H 3.29 -3.09 3.20  0.1220
65 H 1.30 -4.53 1.99  0.0913
66 H 2.58 -4.96 0.83  0.0667
67 H 2.80 -5.44 2.47  0.0629
68 C -2.33 2.00 4.41  -0.0796
69 C -1.83 1.99 3.02  -0.2596
70 O -0.62 2.78 2.88  -0.1505
71 P -0.20 3.13 1.37  0.3993
72 O 0.14 1.91 0.60  -0.2160
73 O -1.34 4.03 0.86  -0.1627
74 C -1.73 4.07 -0.51  -0.2144
75 C -0.74 4.99 -1.18  -0.0638
76 O 1.08 3.99 1.54  -0.1463
77 C 1.04 5.34 2.08  -0.2608
78 C 2.35 6.03 1.97  -0.0779
79 H -3.19 1.27 4.40  0.1082
80 H -1.67 1.60 5.10  0.0485
81 H -2.67 2.94 4.83  0.0819
82 H -1.65 0.90 2.75  0.1142
83 H -2.62 2.46 2.41  0.1220
84 H -1.62 3.10 -0.94  0.0777
85 H -2.77 4.37 -0.44  0.1332
86 H 0.27 4.63 -1.18  0.0681
87 H -1.06 5.02 -2.23  0.0878
88 H -0.65 6.03 -0.68  0.1060
89 H 0.32 5.99 1.51  0.1255
90 H 0.74 5.28 3.11  0.1118
91 H 3.22 5.44 2.33  0.0994
92 H 2.48 6.13 0.89  0.0803
93 H 2.25 7.03 2.34  0.0799



(5)
One molecule with the formula C9H7NO in a non-equilibrium geometry. Source: the Open Molecules 2025 dataset; level of theory: ωB97M-V with the def2-TZVPD basis set.

SMILES string ... c1ccc(-c2ccco2)nc1
Orbital gap ... 8.840 eV
ΔE to the lowest compared entry with this formula, charge and spin ... 59.5 kcal/mol
HOMO ... -8.19 eV
F_max ... 5.5 eV Å⁻¹
Electronic energy ... -477.064660 Eh

Last column: natural (NBO) charge in e.
Element x y z (Å)
1 C 0.45 0.84 -2.99  -0.2508
2 C -0.02 -0.41 -2.72  -0.2002
3 C -0.17 -0.76 -1.35  -0.2157
4 C 0.12 0.16 -0.35  0.1298
5 C -0.10 -0.14 1.07  0.2414
6 C -0.11 -1.30 1.71  -0.3063
7 C -0.38 -1.00 3.10  -0.3258
8 C -0.54 0.48 3.14  0.1062
9 O -0.36 0.93 1.91  -0.3771
10 N 0.61 1.39 -0.68  -0.4014
11 C 0.75 1.75 -1.94  0.0563
12 H 0.66 1.15 -4.01  0.2148
13 H -0.54 -1.15 -3.25  0.2294
14 H -0.69 -1.70 -0.86  0.2241
15 H 0.32 -2.18 1.49  0.2272
16 H -0.33 -1.83 3.92  0.2358
17 H -0.78 1.10 4.05  0.2205
18 H 1.10 2.68 -2.26  0.1916



(6)
One molecule with the formula C3HFO3 in a non-equilibrium geometry. Source: the Open Molecules 2025 dataset; level of theory: ωB97M-V with the def2-TZVPD basis set.

Orbital gap ... 9.029 eV
ΔE to the lowest compared entry with this formula, charge and spin ... 123.1 kcal/mol
HOMO ... -9.56 eV
F_max ... 4.5 eV Å⁻¹
Electronic energy ... -440.288899 Eh

Last column: natural (NBO) charge in e.
Element x y z (Å)
1 C -1.41 -0.30 -0.15  0.1526
2 C 1.05 -1.22 -0.65  0.5824
3 C 0.49 1.07 0.01  0.9953
4 O 0.89 2.17 0.06  -0.4840
5 O -0.95 0.79 0.30  -0.4607
6 O 1.22 0.00 -0.14  -0.5569
7 F 1.06 -2.05 0.38  -0.3388
8 H -2.35 -0.46 0.19  0.1101



Q: Which of these has the lowest electronic energy?
A: C22H51O16P3Zn